a | 24
Properties=species:S:1:pos:R:3:mulliken_charge:R:1 method="wB97M-V/def2-TZVPD" e_homo_ev=-9.4 lumo_ev=0.64 charge=0 smiles=Cn1nnc([C@@H](C#N)c2ccccc2)n1 homo_lumo_gap_ev=10.07 mol_weight_g_mol=199.2 multiplicity=1
C -2.81 2.59 -1.64 -0.752
N -1.49 2.12 -1.35 0.880
N -0.51 2.71 -0.58 -0.819
N 0.50 1.91 -0.57 -0.010
C 0.15 0.86 -1.25 0.140
C 0.93 -0.42 -1.26 0.562
C 2.35 -0.17 -1.57 -0.059
N 3.49 0.02 -1.70 -0.509
C 0.82 -0.93 0.19 0.330
C 0.09 -2.11 0.36 -0.411
C 0.01 -2.62 1.64 -0.488
C 0.70 -2.14 2.67 -0.462
C 1.40 -0.95 2.56 -0.443
C 1.49 -0.30 1.32 -0.437
N -1.13 0.91 -1.66 -0.689
H -3.33 1.72 -2.03 0.332
H -3.35 3.02 -0.74 0.273
H -2.83 3.36 -2.35 0.302
H 0.45 -1.18 -1.82 0.535
H -0.72 -2.47 -0.42 0.171
H -0.62 -3.42 1.80 0.422
H 0.60 -2.65 3.63 0.341
H 1.85 -0.51 3.50 0.288
H 1.96 0.61 1.25 0.501



b | 24
Properties=species:S:1:pos:R:3:mulliken_charge:R:1 method="wB97M-V/def2-TZVPD" e_homo_ev="-7.9 / -7.9" lumo_ev="0.15 / 0.15" charge=0 homo_lumo_gap_ev="8.05 / 8.05" mol_weight_g_mol=199.2 multiplicity=1
C -3.86 -0.40 0.01 -0.479
C -3.64 0.96 -0.09 -0.543
C -2.79 -1.27 0.13 -0.608
C -2.35 1.45 -0.08 -0.603
C -1.50 -0.78 0.14 -0.517
C 0.61 2.39 0.01 -0.533
C -1.26 0.59 0.03 1.080
C 0.10 1.07 0.03 0.011
C 1.27 0.30 0.05 0.369
C 3.81 -2.09 -0.08 -0.649
N 1.94 2.45 0.01 -1.140
N 1.75 -0.96 0.03 -0.485
N 3.66 0.25 0.00 -0.838
N 2.28 1.20 0.04 0.780
N 3.04 -0.87 0.00 0.941
H -4.88 -0.79 0.01 0.375
H -4.47 1.64 -0.18 0.374
H -2.96 -2.34 0.21 0.374
H -2.18 2.52 -0.16 0.269
H -0.66 -1.46 0.23 0.435
H 0.06 3.31 -0.01 0.516
H 4.65 -2.03 0.61 0.255
H 3.16 -2.92 0.17 0.326
H 4.19 -2.21 -1.09 0.290



Winner for stability: a



a | 78
Properties=species:S:1:pos:R:3:mulliken_charge:R:1 method="wB97M-V/def2-TZVPD" e_homo_ev=-16.2 lumo_ev=-9.99 charge=+3 homo_lumo_gap_ev=6.19 mol_weight_g_mol=904.9 multiplicity=1
Pb -0.58 -0.69 0.35 2.713
F -5.76 -2.07 -4.66 -0.202
C -4.57 -1.91 -5.25 0.738
F -4.75 -1.88 -6.56 -0.247
F -3.82 -3.01 -4.96 -0.238
C -3.87 -0.67 -4.75 -0.093
C -3.94 0.51 -5.46 -0.257
C -3.29 1.64 -4.99 -0.875
C -2.53 1.52 -3.85 -0.144
N -2.46 0.38 -3.16 -0.266
C -3.13 -0.69 -3.57 0.524
S -3.11 -2.13 -2.52 -0.159
H -4.51 0.55 -6.39 0.536
H -3.35 2.58 -5.51 0.456
H -1.94 2.34 -3.46 0.413
O -3.56 0.35 1.38 -0.481
N -2.29 0.89 1.36 0.309
C -2.22 1.90 2.14 -1.190
C -1.05 2.75 2.40 1.143
C -1.36 3.87 3.17 -1.044
C -0.41 4.83 3.47 -0.857
C 0.88 4.70 2.99 -0.824
C 1.21 3.59 2.23 -0.710
C 0.27 2.60 1.94 0.659
P 1.03 1.31 0.93 1.737
C 1.49 2.11 -0.59 0.858
C 0.56 3.02 -1.11 -0.647
C 0.84 3.70 -2.29 -0.683
C 2.04 3.46 -2.95 -0.700
C 2.96 2.56 -2.44 -0.831
C 2.69 1.88 -1.26 -0.483
C 2.37 0.53 1.83 1.129
C 3.21 -0.39 1.18 -0.326
C 4.25 -0.97 1.87 -1.112
C 4.45 -0.67 3.22 -0.694
C 3.59 0.20 3.87 -0.914
C 2.55 0.80 3.19 -0.825
H -3.58 -0.33 0.69 0.447
H -3.14 2.18 2.65 0.436
H -2.37 4.00 3.53 0.461
H -0.68 5.69 4.07 0.463
H 1.64 5.44 3.21 0.487
H 2.23 3.49 1.86 0.519
H -0.36 3.23 -0.58 0.393
H 0.14 4.43 -2.67 0.558
H 2.26 4.00 -3.86 0.472
H 3.90 2.40 -2.95 0.507
H 3.44 1.21 -0.86 0.444
H 3.05 -0.65 0.14 0.361
H 4.92 -1.66 1.37 0.506
H 5.27 -1.12 3.75 0.467
H 3.74 0.43 4.92 0.493
H 1.89 1.49 3.70 0.422
O -3.20 -1.30 -1.07 -0.336
O -2.28 -1.83 -0.13 -0.655
N -2.66 -2.85 2.55 -0.268
C -1.73 -2.08 3.12 0.563
N -1.67 -2.01 4.45 -0.400
O -0.87 -1.43 2.44 -0.454
H -3.33 -3.36 3.10 0.210
H -2.74 -2.88 1.55 0.107
H -2.28 -2.53 5.05 0.187
H -0.94 -1.45 4.87 0.231
O 0.18 0.14 -2.74 -0.221
C -0.72 0.14 -2.05 -0.061
N 3.37 -5.64 -0.41 -0.415
C 2.59 -4.58 -0.24 0.961
C 2.20 -4.15 1.05 -0.940
C 1.39 -3.07 1.19 -0.610
N 0.91 -2.37 0.13 0.238
C 1.27 -2.77 -1.11 -0.520
C 2.09 -3.84 -1.34 -0.877
H 3.70 -6.19 0.37 0.220
H 3.62 -5.97 -1.33 0.222
H 2.55 -4.67 1.93 0.425
H 1.08 -2.72 2.17 0.627
H 0.87 -2.21 -1.95 0.484
H 2.34 -4.12 -2.35 0.435



b | 78
Properties=species:S:1:pos:R:3:mulliken_charge:R:1 method="wB97M-V/def2-TZVPD" e_homo_ev=-16.3 lumo_ev=-10.20 charge=+3 homo_lumo_gap_ev=6.08 mol_weight_g_mol=904.9 multiplicity=1
Pb -0.58 0.56 -0.72 1.839
F -1.86 5.49 -1.98 -0.270
C -2.68 5.63 -0.92 0.640
F -3.93 5.70 -1.39 -0.235
F -2.39 6.78 -0.33 -0.229
C -2.57 4.48 0.06 -0.085
C -3.27 4.60 1.25 -0.467
C -3.28 3.55 2.16 -1.523
C -2.58 2.40 1.83 -1.100
N -1.93 2.27 0.67 0.214
C -1.89 3.28 -0.22 0.982
S -0.98 2.98 -1.67 -0.331
H -3.80 5.51 1.46 0.514
H -3.81 3.62 3.09 0.512
H -2.54 1.55 2.50 1.233
O -3.84 -0.26 1.37 -0.610
N -2.53 -0.65 1.69 0.328
C -2.53 -1.81 2.19 -0.713
C -1.34 -2.54 2.64 1.059
C -1.58 -3.53 3.59 -1.109
C -0.55 -4.27 4.14 -0.789
C 0.75 -4.05 3.74 -0.876
C 1.02 -3.09 2.78 -0.882
C -0.01 -2.33 2.23 0.973
P 0.67 -1.17 1.00 1.052
C 1.79 -2.11 -0.04 0.870
C 3.18 -1.97 0.04 -0.047
C 3.99 -2.81 -0.72 -0.904
C 3.42 -3.76 -1.55 -0.619
C 2.04 -3.90 -1.63 -0.648
C 1.22 -3.06 -0.89 -1.019
C 1.53 0.09 1.90 -0.001
C 2.32 1.13 1.13 -0.898
C 3.46 1.66 1.96 -0.953
C 3.04 2.12 3.13 -0.986
C 1.54 2.00 3.28 0.052
C 1.12 0.56 3.09 -0.921
H -3.84 0.70 1.48 0.647
H -3.49 -2.30 2.38 0.451
H -2.60 -3.71 3.92 0.471
H -0.77 -5.03 4.88 0.449
H 1.56 -4.64 4.15 0.484
H 2.04 -2.96 2.44 0.430
H 3.62 -1.25 0.72 0.477
H 5.06 -2.72 -0.66 0.522
H 4.06 -4.41 -2.14 0.471
H 1.60 -4.66 -2.27 0.488
H 0.14 -3.15 -0.95 0.447
H 2.61 0.82 0.13 0.941
H 4.47 1.69 1.59 0.556
H 3.65 2.58 3.89 0.502
H 1.13 2.48 4.16 0.711
H 0.47 0.05 3.79 0.600
O 1.35 2.20 0.91 0.021
O 0.90 2.71 2.17 -0.287
N -5.14 -0.23 -3.55 -0.334
C -4.33 -1.01 -2.87 0.676
N -4.59 -2.26 -2.58 -0.233
O -3.21 -0.38 -2.46 -0.362
H -6.02 -0.56 -3.93 0.224
H -4.89 0.72 -3.74 0.232
H -5.45 -2.70 -2.86 0.225
H -3.89 -2.80 -2.10 0.201
O -2.07 -2.12 -1.54 -0.585
C -2.17 -0.95 -1.74 0.364
N 4.67 0.85 -4.59 -0.433
C 3.59 0.76 -3.81 1.079
C 3.22 1.80 -2.93 -1.288
C 2.11 1.67 -2.15 -0.566
N 1.33 0.56 -2.15 0.345
C 1.68 -0.44 -2.98 -0.672
C 2.77 -0.39 -3.81 -0.913
H 5.24 1.68 -4.60 0.218
H 4.91 0.11 -5.23 0.216
H 3.80 2.72 -2.89 0.435
H 1.82 2.47 -1.47 0.732
H 1.05 -1.32 -2.97 0.593
H 2.99 -1.22 -4.46 0.409



Winner for stability: a



a | 48
Properties=species:S:1:pos:R:3:mulliken_charge:R:1 method="wB97M-V/def2-TZVPD" e_homo_ev=-15.1 lumo_ev=-9.05 charge=+2 homo_lumo_gap_ev=6.03 mol_weight_g_mol=364.2 multiplicity=1
Y -17.46 12.57 -19.67 1.705
C -16.51 14.64 -15.96 -1.357
C -17.68 13.76 -16.34 1.048
C -18.97 14.55 -16.52 -1.145
O -17.41 12.93 -17.48 -0.338
H -16.13 15.16 -16.84 0.324
H -15.68 14.07 -15.56 0.296
H -16.85 15.36 -15.22 0.346
H -17.89 13.10 -15.48 0.287
H -19.07 15.22 -15.66 0.410
H -19.91 14.00 -16.56 -0.065
H -18.98 15.19 -17.41 0.135
O -21.68 11.45 -15.40 -0.697
H -21.66 11.61 -14.45 0.300
H -20.77 11.17 -15.63 0.381
O -13.82 13.08 -17.09 -0.580
H -14.43 12.57 -16.55 0.365
H -13.31 13.61 -16.47 0.320
O -19.19 10.71 -16.30 -0.727
H -18.65 9.93 -16.10 0.274
H -18.57 11.44 -16.39 0.368
O -21.75 12.48 -17.96 -0.621
H -22.36 12.13 -18.62 0.294
H -21.95 11.98 -17.14 0.365
O -18.54 15.82 -12.41 -0.673
H -18.26 16.72 -12.60 0.309
H -17.73 15.33 -12.23 0.314
O -20.92 14.95 -13.75 -0.599
H -21.13 14.01 -13.66 0.291
H -20.05 15.06 -13.33 0.344
O -17.02 16.98 -18.65 -0.698
H -16.82 16.86 -17.71 0.328
H -17.81 17.55 -18.65 0.364
O -17.44 14.85 -20.15 -0.515
H -17.19 15.26 -21.00 0.336
H -17.49 15.63 -19.47 0.405
O -21.05 17.25 -16.19 -0.579
H -20.13 17.05 -16.38 0.272
H -21.47 17.40 -17.04 0.309
O -19.69 13.35 -19.34 -0.521
H -20.06 14.19 -19.64 0.318
H -20.32 13.04 -18.59 0.467
O -15.31 11.19 -15.65 -0.719
H -16.08 11.67 -15.97 0.261
H -15.63 10.48 -15.08 0.321
O -12.68 14.91 -14.68 -0.632
H -12.47 15.47 -13.92 0.313
H -13.25 15.46 -15.23 0.295



b | 48
Properties=species:S:1:pos:R:3:mulliken_charge:R:1 method="wB97M-V/def2-TZVPD" e_homo_ev=-14.6 lumo_ev=-9.64 charge=+2 homo_lumo_gap_ev=4.93 mol_weight_g_mol=364.2 multiplicity=1
Y -3.28 2.13 -0.91 1.758
C 0.69 0.53 1.11 -1.225
C -0.11 0.30 -0.29 0.833
C -0.23 -1.20 -0.68 -1.020
O -1.37 0.90 -0.24 -0.386
H 0.92 1.51 1.53 0.221
H 1.70 0.19 0.89 0.404
H 0.32 -0.10 1.93 0.196
H 0.32 0.85 -1.13 -0.070
H -0.65 -1.50 -1.64 0.324
H -0.89 -1.64 0.06 0.319
H 0.73 -1.71 -0.57 0.160
O 0.17 -1.77 -4.55 -0.612
H 0.95 -2.09 -4.10 0.302
H -0.24 -2.56 -4.91 0.310
O -2.70 -3.04 -1.00 -0.614
H -2.14 -3.50 -0.38 0.327
H -2.10 -2.56 -1.57 0.400
O -1.25 1.71 3.16 -0.779
H -0.57 2.17 2.68 0.285
H -0.79 1.02 3.63 0.384
O 3.45 0.37 -2.57 -0.598
H 2.60 0.80 -2.48 0.226
H 3.26 -0.56 -2.46 0.380
O 3.42 -2.24 -1.59 -0.632
H 2.68 -2.79 -1.84 0.277
H 3.83 -2.70 -0.86 0.303
O 1.09 1.13 -3.97 -0.569
H 1.32 1.20 -4.89 0.293
H 0.40 0.47 -3.94 0.271
O -3.36 2.42 1.35 -0.475
H -4.22 2.60 1.74 0.380
H -2.76 2.38 2.10 0.363
O 3.02 -2.67 2.45 -0.616
H 2.58 -1.87 2.18 0.293
H 3.94 -2.54 2.20 0.314
O -2.23 -0.77 3.58 -0.602
H -3.01 -0.78 4.14 0.282
H -2.30 0.05 3.09 0.331
O 1.13 4.05 -0.25 -0.658
H 1.94 3.61 -0.53 0.332
H 1.16 4.03 0.70 0.323
O -1.81 3.87 -0.55 -0.454
H -1.95 4.82 -0.64 0.329
H -0.88 3.75 -0.74 0.359
O -0.71 -2.83 3.90 -0.606
H -1.11 -2.00 3.65 0.340
H -0.98 -3.44 3.21 0.296



Winner for stability: a